1.
Density functional theory data (the ωB97M-V functional and the def2-TZVPD basis) for a structure of composition C38H36BrN5O6Sn.

Geometry as XYZ:
```
87
Properties=species:S:1:pos:R:3:forces:R:3:mulliken_charge:R:1
Sn 0.61012 -0.97484 -0.15547 0.070 -0.177 0.154 1.0727
C -2.75809 -1.70492 -3.47754 -0.061 -0.003 0.053 -0.4636
O -3.42516 -2.79535 -2.84252 0.032 -0.005 0.023 -0.5221
C -3.65973 -2.61352 -1.49328 -0.043 0.049 -0.058 0.3582
C -4.95832 -2.64722 -1.05187 -0.005 0.017 -0.049 -0.4118
C -5.27154 -2.56161 0.31475 0.056 0.006 -0.003 -0.7417
C -4.23258 -2.43561 1.21079 -0.049 0.020 -0.040 -0.7600
C -2.89517 -2.37875 0.79314 0.056 0.074 0.156 0.4687
C -1.88591 -2.28502 1.83277 0.048 0.007 -0.021 -0.8475
N -0.63828 -2.02720 1.68732 -0.095 0.094 0.133 0.7999
N 0.07568 -2.03355 2.88689 0.027 0.037 -0.174 -0.8491
C 1.35626 -1.89503 2.65737 -0.026 -0.048 0.173 0.4708
O 1.93668 -1.79678 1.52706 -0.003 0.113 -0.067 -1.0488
C 2.23044 -1.86112 3.87967 -0.037 -0.023 -0.057 0.3746
C 3.61082 -1.86021 3.71751 0.010 0.026 0.012 -0.3669
C 4.44827 -1.82603 4.82415 0.020 0.002 0.001 -0.6771
C 3.91297 -1.78240 6.10368 -0.006 0.008 0.005 -0.2951
C 2.53258 -1.77066 6.26925 -0.009 0.002 0.009 -0.6500
C 1.69638 -1.81057 5.16476 0.004 -0.021 0.002 -0.2385
C -2.54586 -2.47418 -0.58929 -0.026 -0.152 -0.034 0.6425
O -1.34855 -2.48535 -1.00727 0.067 0.083 -0.081 -0.5590
H -2.47062 -2.05331 -4.47055 0.009 0.003 0.007 0.2791
H -1.87665 -1.39112 -2.92197 0.007 -0.009 -0.011 0.0253
H -3.44686 -0.85668 -3.58140 0.019 0.004 0.011 0.2724
H -5.73742 -2.75393 -1.79980 -0.015 -0.010 0.014 0.4063
H -6.30023 -2.59599 0.65051 -0.005 -0.002 -0.006 0.3282
H -4.43773 -2.37158 2.27537 -0.003 -0.007 0.008 0.3065
H -2.23374 -2.44335 2.85826 0.020 -0.025 -0.020 0.2158
H 4.00251 -1.87406 2.70938 0.007 -0.012 -0.010 0.4331
H 5.52329 -1.82592 4.68575 0.002 0.004 0.001 0.3725
H 4.56595 -1.74769 6.96820 0.006 -0.001 0.005 0.3736
H 2.10632 -1.72366 7.26505 0.008 -0.001 0.003 0.3554
H 0.62063 -1.79922 5.27064 -0.013 0.003 0.005 0.4165
Br 2.20914 -3.31679 -7.08767 0.001 -0.002 -0.022 -0.2394
C 2.07005 -3.13404 -5.19194 0.004 -0.005 -0.012 0.3558
C 3.08718 -2.52748 -4.48839 -0.009 0.048 -0.007 -0.7472
C 2.92952 -2.41715 -3.10881 -0.051 0.112 0.026 -0.1421
N 1.86202 -2.87393 -2.45974 0.060 -0.085 -0.082 -0.2423
C 0.88093 -3.42317 -3.17069 -0.043 0.051 0.033 -0.1776
C 0.93514 -3.58943 -4.54946 -0.041 0.024 0.001 -0.6596
H 3.95985 -2.11498 -4.97292 0.018 0.007 0.015 0.4851
H 3.67141 -1.87477 -2.53465 0.074 -0.041 0.008 0.4025
H -0.01022 -3.69392 -2.61354 -0.019 -0.064 0.010 0.3978
H 0.11238 -4.03394 -5.09098 -0.007 -0.002 0.004 0.4661
C 0.93239 0.52324 -4.45518 0.038 0.003 -0.029 -0.8322
N 0.33618 1.75467 -3.96326 -0.092 0.046 0.062 0.3384
C 0.50308 2.94337 -4.75836 0.057 0.017 -0.034 -1.1622
C -0.45634 1.68879 -2.85600 0.422 -0.119 -0.162 0.6635
C -1.05044 2.97109 -2.32641 -0.041 0.107 -0.038 -1.1195
O -0.65393 0.62164 -2.30196 -0.391 -0.024 0.095 -0.2561
H 0.26258 0.00407 -5.15089 -0.008 -0.028 0.013 0.2992
H 1.17758 -0.11938 -3.61369 -0.019 0.031 -0.002 0.0254
H 1.86262 0.76794 -4.96819 0.007 -0.012 0.011 0.4042
H 1.52144 2.97157 -5.15102 -0.009 0.007 0.023 0.3151
H 0.35414 3.84010 -4.16251 -0.006 -0.001 0.006 0.4227
H -0.18701 2.97902 -5.61348 0.004 -0.015 0.011 0.3042
H -1.65214 3.47991 -3.08291 -0.004 -0.004 0.013 0.4898
H -0.26797 3.65677 -1.99519 0.015 -0.029 0.003 0.4065
H -1.67658 2.71589 -1.47932 -0.059 -0.020 0.104 -0.2265
O 4.88701 0.14881 -2.44759 0.037 0.037 -0.016 -0.7100
C 3.97651 0.69202 -1.78430 -0.035 -0.087 0.005 -0.5035
O 2.73983 0.52629 -1.87718 0.027 0.109 -0.004 0.1049
H 4.30941 1.41753 -0.98989 0.008 -0.029 -0.058 0.2110
N 0.28591 0.69398 1.19879 0.036 -0.023 -0.004 -0.4928
C -0.21371 1.70650 1.72617 -0.121 0.012 0.017 -0.8589
C 0.57022 2.48487 2.76385 0.019 0.001 -0.016 0.8405
C 1.96173 2.45660 2.68734 0.000 0.013 -0.005 -0.5364
C 2.73640 3.07604 3.65280 0.003 0.002 0.002 -0.7020
C 2.13354 3.72343 4.72654 0.012 0.005 0.000 -0.3921
C 0.75045 3.74774 4.81886 -0.011 -0.003 0.014 -0.7763
C -0.02501 3.13886 3.83892 0.000 -0.022 0.006 -0.1379
C -1.61262 2.19701 1.40341 0.051 -0.034 -0.074 0.0494
C -2.54619 1.26523 0.95805 -0.005 0.008 -0.045 0.1840
C -3.81469 1.65306 0.55932 0.014 0.014 0.004 -0.3050
C -4.16967 2.99777 0.59028 -0.002 -0.011 -0.018 -0.5273
C -3.24713 3.93955 1.02555 0.000 0.004 -0.034 -0.8322
C -1.98006 3.54055 1.43490 0.012 0.001 0.007 0.0081
H 2.40756 1.91307 1.86299 0.009 -0.004 -0.003 0.6309
H 3.81648 3.04364 3.57460 0.008 -0.003 0.010 0.3884
H 2.73997 4.19530 5.49087 0.004 0.006 0.001 0.3591
H 0.27002 4.23286 5.66139 0.003 0.004 -0.003 0.3648
H -1.10508 3.15372 3.92118 0.004 -0.009 0.029 0.4495
H -2.24750 0.22790 0.90478 -0.011 -0.056 0.005 0.0636
H -4.51417 0.90056 0.21448 -0.014 -0.001 0.004 0.4072
H -5.15574 3.31021 0.26663 -0.009 0.002 0.005 0.3638
H -3.50911 4.99187 1.03506 -0.005 -0.001 0.011 0.3404
H -1.26380 4.28235 1.76808 -0.006 0.009 -0.034 0.4962
```
Forces are in eV/Å.

Results
- Largest force on an atom: 0.467 eV/A
- Charge: -2
- Relative energy (zero: lowest compared OMol25 entry of this formula, charge and spin): 0.00 kcal/mol
- HOMO energy: -1.9 eV

***

2.
Density functional theory data (the ωB97M-V functional and the def2-TZVPD basis) for a structure of composition C38H36Cl5N6O2S3Zr.

Geometry as XYZ:
```
91
Properties=species:S:1:pos:R:3:forces:R:3:mulliken_charge:R:1
Zr -0.13958 -0.55677 0.58991 1.282 -1.064 0.593 -0.0585
O 0.15782 -2.22077 1.72560 -0.170 -0.538 0.245 0.4298
C -0.34540 -2.98351 2.64815 0.084 0.044 -0.014 0.5214
C -0.39604 -4.38237 2.48578 -0.009 -0.076 -0.048 -0.6707
C -0.89618 -5.19268 3.48374 0.006 0.063 0.049 -0.6052
C -1.35031 -4.65473 4.69380 0.003 -0.027 -0.090 -0.8114
C -1.28894 -3.28784 4.87010 -0.008 0.038 0.067 -0.6484
C -0.80808 -2.44535 3.86518 -0.019 0.151 0.094 0.5963
C -0.73712 -1.01122 4.09088 -0.036 -0.186 -0.023 -0.6903
N -0.51716 -0.14925 3.18572 0.244 0.434 -0.212 0.5819
C -0.47373 1.25730 3.58261 -0.099 -0.097 -0.040 -0.9930
C 0.34993 2.00706 2.55164 -0.029 -0.091 -0.171 -0.8693
N -0.26471 1.63158 1.26886 -0.399 0.682 0.253 0.8488
C -1.19306 2.40814 0.89037 -0.164 -0.003 -0.302 -1.5743
C -2.19426 2.08855 -0.17102 -0.013 -0.101 -0.101 3.2400
C -3.40435 3.04100 -0.09814 0.224 -0.054 0.073 -1.0000
C -4.43991 2.78486 -0.88045 -0.080 -0.140 -0.094 -1.0088
C -4.47179 1.46190 -1.62946 0.059 0.090 -0.045 -0.2383
C -3.93735 0.41834 -0.67844 -0.279 -0.294 0.064 -1.0847
C -2.81631 0.65489 0.00187 0.157 0.319 0.199 -0.7613
O -2.14126 -0.24054 0.74157 -0.413 0.383 -0.426 -0.5537
H -0.03535 -4.79496 1.55099 -0.003 0.002 0.035 0.1928
H -0.92833 -6.26583 3.33051 -0.007 0.026 -0.009 0.4260
H -1.74150 -5.29817 5.47181 0.030 0.027 -0.023 0.3803
H -1.62341 -2.84304 5.80358 0.011 -0.017 -0.035 0.3665
H -0.89045 -0.68064 5.12370 -0.025 -0.002 0.080 0.2589
H -0.09108 1.40006 4.59610 0.079 -0.078 0.055 0.6116
H -1.49313 1.65255 3.54044 -0.074 0.002 0.071 0.2604
H 1.38066 1.67896 2.56227 0.181 -0.010 -0.038 -0.0134
H 0.30122 3.08475 2.71483 -0.053 0.081 -0.060 0.5493
H -1.33163 3.35619 1.41183 -0.005 0.109 0.008 0.2489
H -3.33199 3.93690 0.50605 0.012 -0.025 -0.051 0.3485
H -5.28655 3.46051 -0.94196 0.071 -0.038 -0.020 0.3905
H -5.49159 1.23108 -1.93508 -0.031 0.018 0.010 0.8610
H -4.38434 -0.56941 -0.65063 0.087 0.021 -0.045 0.3506
S 1.29511 0.11237 -1.42927 0.059 -0.212 -0.087 -0.4333
C 3.00819 -0.08916 -1.09680 0.061 0.167 -0.106 0.4661
C 3.90474 -0.07984 -2.16920 0.001 0.034 0.010 -0.7201
C 5.27215 -0.19987 -1.96567 -0.100 0.007 0.001 -0.7965
C 5.76100 -0.32976 -0.66886 -0.071 0.017 0.056 -0.5365
C 4.87764 -0.35398 0.40038 0.028 0.014 -0.010 -0.8216
C 3.49517 -0.24654 0.20405 0.071 0.044 0.103 0.9600
S 2.39660 -0.36719 1.55412 -0.159 -0.070 0.038 -0.6149
H 3.50480 0.03231 -3.17171 0.035 0.017 0.037 0.4446
H 5.95021 -0.18818 -2.81115 -0.018 0.000 0.011 0.3423
H 6.82707 -0.42063 -0.49205 -0.020 -0.006 0.004 0.3569
H 5.24549 -0.47024 1.41504 -0.010 -0.004 -0.061 0.4257
Cl -1.36488 4.96517 -1.16457 0.017 -0.011 0.022 -0.2180
C -1.72563 3.58024 -2.17300 -0.050 -0.027 0.003 0.8167
C -1.73124 2.29493 -1.67600 0.025 -0.016 0.122 0.2221
C -2.10217 1.26304 -2.59806 -0.396 0.048 -0.001 -2.1411
Cl -1.57195 -0.38848 -2.22728 -0.057 0.266 -0.311 0.3857
C -3.52559 1.47753 -2.93961 0.085 0.205 0.192 0.8670
Cl -4.16993 0.15729 -4.01764 0.008 0.056 -0.028 -0.1817
C -3.41523 2.82926 -3.70555 0.096 -0.104 0.021 -0.0574
Cl -4.40854 3.07452 -5.10708 0.031 -0.068 0.092 -0.2277
C -2.51840 3.79009 -3.33372 -0.100 -0.075 0.024 0.1311
Cl -2.38996 5.28401 -4.21167 -0.002 0.009 -0.017 -0.2468
S 2.07241 3.25734 -0.47926 0.071 0.224 0.060 -0.0971
C 2.70189 4.45776 0.46378 0.078 -0.111 0.048 0.1347
N 4.05832 4.48195 0.74601 -0.103 0.036 0.049 -0.0354
C 4.68086 5.39387 1.53651 0.021 -0.037 -0.053 -0.2664
C 3.98091 6.39193 2.12151 -0.053 0.052 0.043 -0.6129
C 2.57695 6.44511 1.87923 -0.008 -0.003 -0.009 -0.2414
C 1.96590 5.52600 1.09035 0.009 0.057 -0.026 -0.4712
H 4.57368 3.71460 0.33711 0.059 -0.016 -0.015 0.1966
H 5.74908 5.27332 1.65643 -0.040 -0.053 -0.015 0.3687
H 4.47536 7.11781 2.75055 -0.003 -0.040 -0.043 0.3730
H 1.99489 7.24045 2.33194 -0.005 -0.049 -0.029 0.3930
H 0.90484 5.56318 0.88402 0.013 -0.010 0.001 0.2695
C 1.89827 -3.34687 -0.79906 -0.054 -0.224 0.015 -0.9034
N 0.87992 -3.71050 -1.78648 0.081 0.238 -0.075 0.3153
C 1.23672 -3.30339 -3.15462 -0.002 -0.103 0.022 -0.9583
C -0.44345 -3.44308 -1.45676 -0.127 -0.157 -0.318 -0.5509
N -0.79091 -2.53202 -0.61704 -0.013 0.069 0.064 1.0043
N -1.36976 -4.20383 -2.13012 0.045 0.065 -0.050 0.4269
C -2.77142 -3.83425 -2.09121 0.027 0.021 0.000 -1.1014
C -1.06822 -5.49302 -2.72280 -0.012 0.133 0.098 -1.2952
H 2.87396 -3.50355 -1.25798 0.004 -0.040 0.009 0.3357
H 1.81744 -3.98574 0.08028 -0.055 0.014 -0.007 0.1835
H 1.84895 -2.31393 -0.47238 0.025 0.077 -0.042 0.2842
H 1.42887 -2.22714 -3.20741 -0.009 -0.002 0.030 0.1675
H 0.42478 -3.54336 -3.84091 0.030 0.003 0.032 0.3181
H 2.13114 -3.84606 -3.46676 -0.021 0.006 0.014 0.3649
H -1.77839 -2.56722 -0.39799 -0.168 -0.057 0.003 -0.1198
H -2.88773 -2.75327 -2.17644 0.001 -0.011 0.007 0.3735
H -3.26432 -4.17843 -1.17342 -0.019 -0.014 0.000 0.2902
H -3.27730 -4.28977 -2.94194 0.008 -0.010 0.003 0.3775
H -0.03843 -5.75932 -2.51245 0.058 0.000 0.004 0.3958
H -1.21842 -5.47280 -3.80654 0.008 0.004 0.000 0.3642
H -1.72616 -6.26016 -2.30356 0.000 -0.004 0.013 0.4115
```
Forces are in eV/Å.

Results
- Largest force on an atom: 1.769 eV/A
- Charge: -1
- Relative energy (zero: lowest compared OMol25 entry of this formula, charge and spin): 101.27 kcal/mol
- HOMO energy: -3.4 eV

***

Number 1: calculated total energy -135601.6186 eV. Number 2: calculated total energy -149426.7278 eV.